1.
# C24H67O10

A 10-piece molecular cluster, C24H67O10 overall in a non-equilibrium geometry (the ωB97M-V functional and the def2-TZVPD basis, the OMol25 dataset).

Results
ΔE to the lowest compared entry with this formula, charge and spin = 39.4 kcal/mol
total charge = -1
F_max = 1.9 eV/A
HOMO level = -3.1 eV
frontier orbital gap = 5.4314 eV
spin multiplicity = 1
LUMO energy = 2.3 eV

```
101
C24H67O10 the ωB97M-V functional and the def2-TZVPD basis
C -17.686 -20.354 16.432
C -17.879 -19.655 17.783
C -17.129 -20.417 18.887
O -17.636 -18.317 17.757
H -18.245 -19.784 15.685
H -18.158 -21.348 16.443
H -16.632 -20.381 16.138
H -18.969 -19.825 17.990
H -17.494 -21.451 18.949
H -17.387 -19.959 19.846
H -16.043 -20.464 18.774
C -12.284 -19.158 14.471
C -13.627 -19.778 14.767
C -13.946 -20.978 13.855
O -13.678 -20.213 16.123
H -11.497 -19.901 14.632
H -12.055 -18.287 15.087
H -12.221 -18.777 13.447
H -14.443 -19.061 14.669
H -14.999 -21.234 13.933
H -13.277 -21.804 14.103
H -13.726 -20.694 12.821
H -13.021 -20.905 16.247
C -18.167 -17.217 21.764
C -17.327 -16.254 20.907
C -16.318 -15.450 21.728
O -16.563 -17.029 20.010
H -17.496 -17.884 22.307
H -18.778 -17.838 21.106
H -18.826 -16.710 22.477
H -17.973 -15.561 20.355
H -16.878 -14.670 22.256
H -15.596 -14.949 21.086
H -15.768 -16.057 22.447
H -17.166 -17.514 19.389
C -20.421 -16.391 19.134
C -21.140 -17.707 19.015
C -22.375 -17.867 19.858
O -21.473 -17.839 17.628
H -21.070 -15.582 18.787
H -19.537 -16.421 18.490
H -20.021 -16.183 20.128
H -20.397 -18.498 19.204
H -23.030 -16.992 19.860
H -22.118 -18.171 20.879
H -23.033 -18.679 19.526
H -21.925 -18.668 17.470
C -19.902 -20.325 21.008
C -20.307 -19.308 22.064
C -21.698 -19.617 22.604
O -19.405 -19.495 23.175
H -18.847 -20.140 20.813
H -20.506 -20.193 20.109
H -20.066 -21.347 21.347
H -20.244 -18.298 21.653
H -22.462 -19.552 21.822
H -22.050 -18.965 23.412
H -21.752 -20.614 23.045
H -19.655 -18.848 23.843
C -19.599 -23.610 19.497
C -19.543 -25.126 19.427
C -19.873 -25.728 18.058
O -18.212 -25.507 19.796
H -19.271 -23.287 20.484
H -20.597 -23.210 19.330
H -18.894 -23.180 18.781
H -20.269 -25.506 20.160
H -19.147 -25.408 17.310
H -20.838 -25.321 17.739
H -19.944 -26.815 18.102
H -18.155 -26.468 19.773
C -18.230 -23.713 14.262
C -18.204 -25.013 13.463
C -19.260 -25.999 13.933
O -18.342 -24.800 12.057
H -17.721 -22.894 13.748
H -17.725 -23.781 15.228
H -19.266 -23.417 14.446
H -17.206 -25.451 13.606
H -20.213 -25.475 13.847
H -19.035 -26.292 14.957
H -19.244 -26.892 13.309
H -17.684 -24.142 11.812
C -14.341 -19.474 21.040
O -13.574 -19.724 19.861
H -13.879 -19.696 22.011
H -14.480 -18.394 21.061
H -15.254 -20.060 20.987
H -12.708 -20.073 20.081
C -20.481 -20.420 14.057
O -20.878 -19.350 14.901
H -21.308 -20.881 13.507
H -19.700 -20.095 13.375
H -20.056 -21.199 14.699
H -21.541 -19.734 15.480
C -15.929 -23.597 17.919
O -16.407 -24.919 17.642
H -15.029 -23.460 17.315
H -16.684 -22.873 17.620
H -15.604 -23.445 18.952
H -17.077 -25.055 18.332
```

---

2.
# C31H21N5O8PRhSe2

C31H21N5O8PRhSe2 as an isolated structure in a non-equilibrium geometry (the ωB97M-V functional and the def2-TZVPD basis, the OMol25 dataset).

Results
ΔE to the lowest compared entry with this formula, charge and spin = 54.2 kcal/mol
F_max = 2.5 eV/A
HOMO level (alpha / beta) = -8.7 / -8.6 eV
frontier orbital gap (alpha / beta) = 6.3684 / 6.4439 eV
spin multiplicity = 1
LUMO energy (alpha / beta) = -2.3 / -2.2 eV

```
69
C31H21N5O8PRhSe2 the ωB97M-V functional and the def2-TZVPD basis
Rh 0.079 0.074 -0.572
O 1.841 3.167 1.445
C 1.296 2.395 0.697
N 1.224 1.022 0.785
C 1.766 0.295 1.815
O 2.443 0.678 2.736
C 1.433 -1.172 1.657
C 1.895 -2.084 2.584
C 1.588 -3.422 2.415
C 0.851 -3.798 1.305
C 0.414 -2.827 0.425
N 0.685 -1.532 0.602
C 0.585 2.909 -0.540
C 0.399 4.266 -0.703
C -0.240 4.719 -1.845
C -0.634 3.796 -2.799
C -0.424 2.450 -2.556
N 0.151 2.009 -1.439
H 2.484 -1.709 3.409
H 1.920 -4.159 3.133
H 0.603 -4.832 1.114
H -0.165 -3.081 -0.450
H 0.752 4.929 0.074
H -0.422 5.776 -1.989
H -1.110 4.103 -3.720
H -0.715 1.692 -3.270
Se -2.270 -1.167 0.184
P -2.475 -1.872 -1.924
Se -0.505 -1.131 -2.615
C -3.798 -0.821 -2.626
C -5.092 -1.340 -2.649
C -6.145 -0.580 -3.132
C -5.915 0.708 -3.597
C -4.632 1.233 -3.559
C -3.582 0.475 -3.065
C -2.735 -3.419 -2.846
C -2.716 -3.411 -4.239
C -2.872 -4.597 -4.933
C -3.055 -5.793 -4.247
C -3.093 -5.801 -2.862
C -2.930 -4.612 -2.161
H -5.280 -2.347 -2.294
H -7.143 -0.995 -3.152
H -6.734 1.299 -3.984
H -4.444 2.236 -3.919
H -2.590 0.897 -2.999
H -2.576 -2.478 -4.772
H -2.849 -4.591 -6.015
H -3.166 -6.718 -4.796
H -3.245 -6.728 -2.327
H -2.956 -4.614 -1.077
O -2.302 0.252 2.158
C -2.147 1.408 1.646
O -1.670 1.643 0.525
C -2.592 2.571 2.492
C -2.424 3.855 1.992
C -2.865 4.925 2.742
C -3.468 4.776 3.976
C -3.611 3.484 4.443
C -3.187 2.376 3.730
N -4.250 3.285 5.762
O -4.336 2.150 6.172
O -4.646 4.271 6.343
N -2.694 6.290 2.200
O -2.086 6.402 1.155
O -3.171 7.206 2.829
H -1.962 4.004 1.028
H -3.810 5.624 4.547
H -3.320 1.380 4.126
```

---

3.
# C29H61F6NNbO11P2

C29H61F6NNbO11P2 as an isolated structure in a non-equilibrium geometry (the ωB97M-V functional and the def2-TZVPD basis, the OMol25 dataset).

Results
total charge = -1
F_max = 5.4 eV/A
HOMO level = -4.2 eV
frontier orbital gap = 5.8545 eV
spin multiplicity = 1
LUMO energy = 1.7 eV

```
111
C29H61F6NNbO11P2 the ωB97M-V functional and the def2-TZVPD basis
C 8.621 -2.290 -1.554
N 7.611 -2.413 -0.525
C 6.536 -3.398 -0.774
Nb 5.187 -3.182 -2.592
O 4.100 -2.979 -4.268
C 3.431 -3.359 -1.154
C 2.136 -3.904 -1.788
C 0.911 -3.113 -1.303
C -0.382 -3.538 -1.989
C -1.619 -2.957 -1.291
C -1.542 -1.464 -1.001
O -1.191 -1.193 0.368
C -0.098 -0.427 0.559
C 0.836 -0.906 1.620
O 0.098 0.577 -0.059
C 5.069 -5.434 -2.870
C 5.318 -5.879 -4.352
C 4.136 -6.553 -4.937
F 4.216 -7.918 -5.157
C 2.940 -5.930 -5.280
F 1.820 -5.950 -4.569
F 2.770 -5.172 -6.352
C 5.063 -0.902 -2.375
C 5.457 -0.131 -3.655
C 4.510 0.998 -3.958
F 3.380 0.554 -4.552
F 5.055 1.909 -4.806
F 4.139 1.707 -2.880
H 9.492 -1.786 -1.125
H 8.312 -1.712 -2.432
H 8.920 -3.288 -1.866
H 7.235 -1.518 -0.254
H 6.984 -4.396 -0.756
H 5.873 -3.328 0.094
H 6.735 -3.098 -3.628
H 3.658 -2.124 -4.340
H 3.685 -4.011 -0.314
H 3.227 -2.366 -0.739
H 2.011 -4.959 -1.540
H 2.127 -3.825 -2.879
H 0.828 -3.297 -0.229
H 1.142 -2.067 -1.506
H -0.475 -4.624 -2.008
H -0.360 -3.165 -3.015
H -1.817 -3.493 -0.362
H -2.482 -3.113 -1.941
H -2.522 -1.020 -1.177
H -0.854 -0.973 -1.686
H 0.425 -0.700 2.609
H 1.027 -1.974 1.554
H 1.795 -0.408 1.534
H 5.831 -5.861 -2.212
H 4.112 -5.801 -2.497
H 5.588 -5.005 -4.946
H 6.122 -6.615 -4.352
H 4.003 -0.698 -2.185
H 5.598 -0.496 -1.516
H 6.444 0.302 -3.517
H 5.435 -0.772 -4.536
O -0.486 1.352 5.304
P -1.363 2.491 5.626
O -0.406 3.629 6.262
C 0.586 4.262 5.447
C 0.001 5.223 4.427
O -2.173 2.061 6.962
C -2.212 0.701 7.391
C -1.127 0.407 8.407
O -2.468 3.489 5.065
C -3.548 2.976 4.236
C -4.536 2.116 5.000
H 1.195 3.498 4.956
H 1.230 4.806 6.137
H -0.574 4.692 3.668
H 0.801 5.765 3.921
H -0.668 5.935 4.909
H -2.136 0.024 6.540
H -3.196 0.542 7.839
H -0.169 0.815 8.087
H -1.019 -0.668 8.557
H -1.369 0.865 9.368
H -3.126 2.426 3.393
H -4.053 3.849 3.831
H -4.118 1.136 5.234
H -5.428 1.957 4.393
H -4.817 2.588 5.939
O -5.128 3.581 0.555
P -5.917 3.447 -0.675
O -6.712 2.061 -0.746
C -7.751 1.776 0.199
C -9.009 2.589 -0.038
O -4.865 3.147 -1.864
C -3.450 3.235 -1.659
C -2.850 1.888 -1.306
O -6.877 4.389 -1.519
C -6.618 5.811 -1.600
C -5.373 6.150 -2.395
H -7.372 1.930 1.214
H -7.970 0.716 0.085
H -8.839 3.649 0.159
H -9.806 2.249 0.625
H -9.338 2.496 -1.073
H -3.219 3.976 -0.892
H -3.023 3.600 -2.595
H -3.444 1.380 -0.547
H -1.831 2.000 -0.937
H -2.823 1.239 -2.182
H -6.558 6.227 -0.592
H -7.496 6.241 -2.077
H -4.465 5.918 -1.836
H -5.357 7.217 -2.619
H -5.342 5.587 -3.326
```